A single C5H9P molecule at a distorted geometry. Source: the OMol25 dataset; level of theory: the ωB97M-V functional and the def2-TZVPD basis.

Last column: Mulliken charge in e.
Positions of all 15 atoms, in Å:
C1 1.66 0.02 -1.54  -0.36
C2 1.87 -1.21 -1.30  -0.55
C3 0.78 -0.45 -0.41  0.41
C4 1.24 -0.06 1.03  -1.21
C5 -1.87 0.86 -0.74  -0.92
P1 -1.07 -0.85 -0.71  0.00
H1 1.94 1.01 -1.82  0.39
H2 2.61 -1.90 -1.45  0.39
H3 0.40 0.20 1.70  0.31
H4 1.96 0.69 1.05  0.41
H5 1.61 -1.02 1.60  0.29
H6 -2.70 0.67 -0.10  0.30
H7 -2.29 1.25 -1.69  0.30
H8 -1.08 1.57 -0.45  0.28
H9 -1.36 -0.99 0.59  -0.03

Computed properties:
energy relative to the best compared isomer or geometry (same formula, charge and spin) = 2.5963 eV
maximum force = 4.368 eV/Å
molecular weight = 100.101 g mol⁻¹
highest occupied orbital energy = -8.6 eV
SMILES string = CPC1(C)C=C1
energy = -537.11793 hartree